# 1
ORCA calculation (ωB97M-V with the def2-TZVPD basis set) on a 3-piece molecular cluster, C14H33FN4O2PS overall at a distorted geometry.

Results
Charge: +1
Orbital gap in Eh: 0.31193
E_HOMO in eV: -12.27

CARTESIAN COORDINATES (ANGSTROEM)
O1 -4.011 0.868 6.940
P1 -4.421 0.048 5.557
O2 -6.071 -0.145 5.737
N1 -4.286 1.227 4.216
N2 -4.418 2.567 4.436
C1 -4.290 3.118 3.211
S1 -4.439 4.912 3.059
N3 -4.068 2.237 2.229
C2 -4.084 1.031 2.904
N4 -3.909 -0.102 2.249
F1 -3.888 -1.298 2.863
H1 -4.663 0.544 7.596
H2 -6.267 -0.940 5.206
H3 -4.568 3.047 5.317
H4 -5.783 5.169 3.079
H5 -3.760 -0.046 1.239
C3 -3.150 -1.871 -1.000
C4 -2.019 -0.865 -1.201
C5 -1.818 -0.463 -2.661
C6 -1.420 -1.604 -3.599
C7 -0.143 -2.348 -3.211
C8 1.098 -1.462 -3.216
H6 -2.949 -2.813 -1.511
H7 -3.273 -2.093 0.065
H8 -4.097 -1.471 -1.374
H9 -1.092 -1.267 -0.784
H10 -2.248 0.040 -0.623
H11 -1.065 0.328 -2.707
H12 -2.744 -0.015 -3.036
H13 -1.299 -1.194 -4.607
H14 -2.241 -2.324 -3.668
H15 0.010 -3.165 -3.921
H16 -0.256 -2.815 -2.227
H17 1.254 -1.017 -4.201
H18 1.983 -2.053 -2.969
H19 1.024 -0.658 -2.481
C9 2.935 -0.070 0.596
C10 4.063 0.937 0.400
C11 4.270 1.336 -1.061
C12 4.676 0.196 -1.996
C13 5.954 -0.546 -1.606
C14 7.195 0.341 -1.610
H20 3.141 -1.013 0.086
H21 2.805 -0.291 1.658
H22 1.989 0.327 0.217
H23 4.989 0.538 0.822
H24 3.829 1.838 0.974
H25 5.021 2.130 -1.105
H26 3.344 1.782 -1.441
H27 4.799 0.606 -3.004
H28 3.857 -0.526 -2.065
H29 6.109 -1.363 -2.316
H30 5.840 -1.013 -0.623
H31 7.351 0.786 -2.595
H32 8.080 -0.248 -1.363
H33 7.118 1.145 -0.876


# 2
ORCA calculation (ωB97M-V with the def2-TZVPD basis set) on a 5-piece molecular cluster, C14H33N2O18P2S4 overall at a distorted geometry.

Results
Charge: +1
Orbital gap in Eh: 0.33017
E_HOMO in eV: -12.73

CARTESIAN COORDINATES (ANGSTROEM)
C1 3.913 0.413 0.952
C2 4.305 1.540 -0.022
C3 5.132 1.021 -1.190
C4 3.133 2.420 -0.452
C5 2.323 1.980 -1.686
P1 0.778 1.047 -1.404
C6 0.899 -0.764 -1.483
O1 1.480 -1.289 -0.303
N1 2.097 -2.544 -0.606
O2 2.645 -2.978 0.320
P2 -0.345 1.543 0.423
N2 -1.608 0.605 0.349
H1 2.864 0.506 1.210
H2 4.505 0.451 1.855
H3 4.037 -0.562 0.499
H4 4.956 2.191 0.552
H5 5.242 1.794 -1.944
H6 6.097 0.674 -0.846
H7 4.622 0.182 -1.660
H8 3.535 3.396 -0.702
H9 2.481 2.586 0.401
H10 1.979 2.881 -2.185
H11 2.897 1.426 -2.423
H12 -0.085 1.395 -2.460
H13 -0.124 -1.124 -1.561
H14 1.429 -1.060 -2.384
H15 0.427 1.317 1.575
H16 -0.737 2.888 0.288
H17 -1.648 0.000 1.163
C7 -2.852 -0.376 -4.082
C8 -3.696 0.306 -5.138
O3 -3.050 1.576 -5.334
S1 -1.478 1.418 -5.154
O4 -0.856 1.268 -6.413
O5 -1.031 2.390 -4.212
O6 -1.497 -0.015 -4.422
H18 -3.074 0.005 -3.083
H19 -2.956 -1.457 -4.095
H20 -4.721 0.463 -4.820
H21 -3.683 -0.241 -6.083
C9 -3.772 6.132 2.899
C10 -2.916 5.193 3.724
O7 -2.287 4.344 2.742
S2 -2.020 5.186 1.407
O8 -0.672 5.629 1.403
O9 -2.541 4.443 0.313
O10 -2.970 6.416 1.737
H22 -4.698 5.655 2.573
H23 -4.000 7.058 3.418
H24 -3.496 4.589 4.413
H25 -2.138 5.730 4.268
C11 -4.728 -1.112 1.569
C12 -5.180 -0.339 2.789
O11 -6.240 -1.132 3.331
S3 -5.942 -2.690 3.076
O12 -5.340 -3.247 4.230
O13 -7.081 -3.267 2.470
O14 -4.794 -2.484 1.968
H26 -5.405 -0.959 0.726
H27 -3.715 -0.866 1.266
H28 -5.549 0.653 2.545
H29 -4.385 -0.264 3.535
C13 3.603 -6.295 1.193
C14 4.521 -5.768 0.110
O15 5.835 -6.076 0.584
S4 5.805 -7.451 1.416
O16 6.194 -8.517 0.570
O17 6.423 -7.222 2.668
O18 4.211 -7.520 1.609
H30 3.561 -5.617 2.048
H31 2.597 -6.491 0.832
H32 4.425 -4.698 -0.035
H33 4.362 -6.285 -0.839


# 3
ORCA calculation (ωB97M-V with the def2-TZVPD basis set) on a 3-piece molecular cluster, C14H33N2O6P overall at a distorted geometry.

Results
ΔE to the lowest compared entry with this formula, charge and spin in eV: 0.000
SMILES: CNCCOC[C@@H](N)P(C)O.CCOC(C)=O.CCOC(C)=O
Orbital gap in Eh: 0.32079
E_HOMO in eV: -8.06

CARTESIAN COORDINATES (ANGSTROEM)
C1 -2.474 -3.285 1.223
N1 -1.510 -2.791 0.238
C2 -2.066 -2.098 -0.912
C3 -1.781 -2.761 -2.243
O1 -0.424 -2.725 -2.673
C4 0.344 -3.836 -2.231
C5 1.839 -3.584 -2.266
N2 2.307 -3.727 -3.647
P1 2.446 -2.043 -1.360
C6 3.222 -1.047 -2.691
O2 1.143 -1.096 -0.967
H1 -3.492 -2.972 1.017
H2 -2.482 -4.370 1.276
H3 -2.187 -2.950 2.210
H4 -0.840 -2.205 0.706
H5 -3.148 -1.988 -0.842
H6 -1.669 -1.092 -0.942
H7 -2.355 -2.223 -2.992
H8 -2.162 -3.781 -2.238
H9 0.175 -4.653 -2.935
H10 0.043 -4.200 -1.260
H11 2.294 -4.399 -1.719
H12 1.772 -3.137 -4.270
H13 3.292 -3.524 -3.725
H14 3.512 -0.090 -2.286
H15 4.134 -1.544 -2.989
H16 2.588 -0.894 -3.560
H17 0.808 -0.667 -1.772
C7 3.807 3.663 1.403
C8 3.908 2.251 1.942
O3 2.759 1.888 2.706
C9 1.643 1.373 2.149
C10 1.461 1.434 0.654
O4 0.792 0.935 2.876
H18 2.971 3.769 0.711
H19 4.724 3.939 0.881
H20 3.646 4.366 2.220
H21 4.092 1.522 1.152
H22 4.743 2.179 2.637
H23 0.954 2.365 0.397
H24 0.837 0.599 0.358
H25 2.388 1.351 0.092
C11 -3.097 2.968 3.443
C12 -3.017 4.043 2.379
O5 -1.979 3.777 1.433
C13 -2.151 3.012 0.342
C14 -3.398 2.169 0.211
O6 -1.265 2.961 -0.467
H26 -3.357 1.999 3.017
H27 -3.847 3.228 4.190
H28 -2.132 2.857 3.937
H29 -3.972 4.198 1.874
H30 -2.745 4.994 2.833
H31 -3.211 1.199 0.670
H32 -3.598 2.024 -0.848
H33 -4.284 2.615 0.656


# 4
ORCA calculation (ωB97M-V with the def2-TZVPD basis set) on C14H33O5PRuS5 as an isolated structure at a distorted geometry.

Results
Charge: +1
ΔE to the lowest compared entry with this formula, charge and spin in eV: 3.782
Orbital gap (alpha / beta) in Eh: 0.21484 / 0.24790
2S+1: 2
E_HOMO (alpha / beta) in eV: -9.64 / -10.45

CARTESIAN COORDINATES (ANGSTROEM)
Ru1 -0.815 -0.242 0.159
S1 1.262 -2.007 2.893
C1 2.323 -1.855 1.732
S2 3.294 -1.628 0.524
S3 -0.592 -0.834 2.467
C2 -5.225 -1.253 0.281
O1 -4.453 -0.546 -0.678
P1 -3.146 0.325 -0.340
O2 -3.102 1.143 -1.717
C3 -2.396 0.606 -2.826
O3 -3.778 1.427 0.633
C4 -3.078 1.947 1.753
H1 -6.269 -1.010 0.089
H2 -4.982 -0.955 1.301
H3 -5.073 -2.327 0.153
H4 -2.058 1.445 -3.437
H5 -3.049 -0.043 -3.414
H6 -1.525 0.021 -2.486
H7 -3.109 3.036 1.710
H8 -2.034 1.590 1.763
H9 -3.575 1.610 2.664
O4 0.701 -0.589 -1.611
S4 1.878 -0.841 -2.499
C5 2.181 0.723 -3.425
C6 1.399 0.643 -4.723
C7 1.514 -0.808 -5.180
C8 1.134 -1.656 -3.981
H10 3.254 0.746 -3.607
H11 1.892 1.555 -2.789
H12 1.799 1.336 -5.462
H13 0.352 0.900 -4.553
H14 2.541 -1.026 -5.477
H15 0.860 -1.020 -6.024
H16 1.507 -2.676 -4.040
H17 0.058 -1.668 -3.799
C9 -2.151 -3.454 0.784
S5 -1.287 -2.873 -0.710
C10 0.263 -3.805 -0.539
H18 -1.493 -3.389 1.648
H19 -2.489 -4.475 0.632
H20 -3.005 -2.799 0.929
H21 0.054 -4.867 -0.631
H22 0.709 -3.586 0.426
H23 0.926 -3.484 -1.336
C11 1.656 1.952 2.067
C12 1.585 1.761 0.558
O5 0.298 2.004 0.003
C13 -0.122 3.370 0.060
C14 -0.925 3.706 -1.185
H24 2.645 1.663 2.413
H25 0.913 1.321 2.557
H26 1.481 2.985 2.358
H27 1.799 0.712 0.312
H28 2.326 2.403 0.057
H29 0.764 4.010 0.124
H30 -0.730 3.531 0.959
H31 -0.297 3.668 -2.073
H32 -1.343 4.704 -1.088
H33 -1.733 2.988 -1.305